Here is a structure of composition C26H50Cl4O2P2PbSi2 at a distorted geometry from OMol25. Energies are from ωB97M-V/def2-TZVPD.

XYZ file:
```
87
Properties=species:S:1:pos:R:3:forces:R:3
Pb 0.230852 0.089385 -0.195963 -0.7 -0.9 0.7
C -1.372898 -0.024918 2.262840 -1.0 0.0 -1.1
C -1.780946 1.152229 1.551238 0.3 0.4 0.1
C -2.406748 0.729940 0.305642 0.8 -0.9 0.6
Si -1.317252 2.890424 2.218444 -0.3 -1.9 -0.9
C -2.399482 -0.731084 0.284468 0.7 0.9 0.9
C -1.774078 -1.180409 1.516731 0.1 -0.4 0.0
Si -1.324629 -2.941744 2.149287 0.0 2.0 -0.9
H -0.825335 -0.036336 3.215883 -0.4 0.0 -0.5
H -2.775409 1.385549 -0.496713 0.0 -0.4 0.5
H -2.776548 -1.369056 -0.527557 0.1 0.4 0.5
Cl 0.699296 0.010512 -2.708948 0.3 0.1 -0.8
C -1.021347 -2.806185 3.980576 0.0 -0.3 -0.1
C -2.732621 -4.095015 1.755081 0.2 -0.2 0.2
C -1.004598 2.706568 4.048327 0.0 0.3 -0.2
C -2.725945 4.056308 1.851850 0.3 0.2 0.3
H -3.596292 -3.759381 2.339340 0.0 -0.1 -0.1
H -2.443199 -5.096587 2.087569 -0.3 -0.1 -0.1
H -2.997320 -4.115785 0.694052 0.0 -0.1 0.2
H -0.161944 -2.160742 4.193244 -0.3 -0.2 -0.1
H -0.814093 -3.812613 4.360039 0.0 0.1 0.2
H -1.913621 -2.401923 4.470500 0.1 -0.1 0.0
H -3.600878 3.694421 2.403169 0.1 0.1 -0.1
H -2.971774 4.126894 0.787738 0.0 0.0 0.2
H -2.445949 5.042719 2.234600 -0.3 0.1 -0.1
H -1.902791 2.299596 4.526504 0.2 0.1 0.0
H -0.796956 3.707094 4.445795 0.0 -0.2 0.2
H -0.151142 2.043890 4.239526 -0.2 0.2 0.0
C 0.329169 -3.454060 1.309000 -0.2 -0.1 -0.1
C 0.323046 3.424821 1.384952 0.0 0.1 -0.1
P 0.502178 -2.801836 -0.393365 -0.5 0.6 0.8
H 0.423041 -4.544997 1.298855 0.1 0.0 0.0
H 1.142695 -3.025787 1.917013 -0.3 -0.2 -0.3
P 0.512082 2.818771 -0.320223 -0.5 0.2 0.6
H 1.139329 2.980800 1.976069 -0.2 0.2 -0.2
H 0.425569 4.515716 1.396462 0.1 -0.1 0.1
C 2.128539 3.310225 -0.999010 0.3 0.0 -0.1
C -0.831878 3.653780 -1.283922 0.3 0.0 -0.1
C -0.837186 -3.630579 -1.366878 0.5 0.1 0.0
C 2.129548 -3.291652 -1.070803 0.2 0.0 0.0
C 3.182215 -2.161349 -0.943389 -0.2 -0.2 0.0
H 1.909581 -3.443192 -2.140415 0.2 -0.1 0.2
C 2.644592 -4.588481 -0.429380 0.2 0.1 -0.3
H 2.915288 -4.422338 0.626988 -0.2 -0.1 -0.4
H 3.546525 -4.880061 -0.980589 -0.1 -0.1 0.2
H 1.913672 -5.402959 -0.511821 0.3 0.2 0.2
H 2.859222 -1.265048 -1.496771 0.2 -0.3 0.2
H 4.121314 -2.529540 -1.385047 -0.2 0.2 0.1
H 3.374115 -1.920190 0.117240 -0.2 0.0 -0.5
H -1.765185 -3.373129 -0.822858 0.4 -0.1 -0.2
C -0.653100 -5.158203 -1.375486 -0.3 0.1 -0.1
C -0.922343 -3.061243 -2.800914 -0.1 -0.2 0.3
H -0.581732 -5.582354 -0.360288 0.0 0.1 -0.4
H 0.228576 -5.453647 -1.972137 -0.4 0.1 0.3
H -1.545069 -5.578220 -1.854621 0.2 -0.2 0.0
H -1.134258 -1.982642 -2.786915 0.1 -0.4 -0.1
H -1.743483 -3.591075 -3.306901 0.3 0.2 -0.1
H 0.018176 -3.234516 -3.357637 -0.5 0.1 0.2
H -1.764344 3.381105 -0.755185 0.4 0.1 -0.2
C -0.912918 3.128363 -2.735181 -0.1 0.2 0.3
C -0.659216 5.184966 -1.253157 -0.2 -0.1 -0.1
H -0.596123 5.583463 -0.226991 0.0 -0.1 -0.4
H -1.550080 5.616200 -1.726232 0.2 0.1 0.1
H 0.223892 5.502844 -1.835793 -0.4 -0.1 0.3
H -1.118467 2.048830 -2.753063 0.1 0.4 -0.1
H 0.026982 3.323132 -3.285837 -0.5 -0.1 0.2
H -1.736505 3.666504 -3.230448 0.3 -0.2 0.0
C 3.183198 2.179753 -0.899114 -0.1 0.2 0.1
C 2.645523 4.592853 -0.331372 0.2 -0.1 -0.2
H 1.907707 3.485885 -2.063911 0.2 0.1 0.2
H 2.912179 4.401112 0.720997 -0.1 0.1 -0.4
H 1.919165 5.412864 -0.393709 0.3 -0.2 0.1
H 3.550688 4.891996 -0.872711 -0.1 0.1 0.2
H 3.364521 1.907928 0.156953 -0.1 0.1 -0.6
H 4.120312 2.558033 -1.336932 -0.2 -0.2 0.1
H 2.857320 1.297022 -1.471047 0.2 0.3 0.2
C 1.178490 0.040028 -6.175755 0.0 0.0 -0.6
H 0.089063 0.037524 -6.352371 0.8 0.0 0.3
H 1.728871 0.993935 -6.245883 -0.4 -0.7 0.2
H 1.735025 -0.909389 -6.257143 -0.4 0.7 0.2
Cl 4.409119 0.384255 3.918363 0.3 -0.3 0.3
C 3.141495 -0.692858 3.390194 -0.5 0.5 -0.4
Cl 3.793585 -2.227871 2.688520 0.0 0.7 0.7
Cl 1.999959 -1.086313 4.753472 0.9 0.3 -0.6
C 2.294003 0.060882 2.269579 -1.5 -0.4 -0.8
O 2.427225 1.289052 2.025023 -0.2 -3.0 0.7
O 1.469441 -0.809562 1.757167 1.7 2.4 0.4
```
Positions in Å, forces in eV/Å.

Values from the calculation:
HOMO energy (spin up / spin down) (eV): -7.4 / -7.2
Multiplicity: 1
Electronic energy (Eh): -4466.4884

---

Here is a structure of composition C45H52BrN11O6Ta at a distorted geometry from OMol25. Energies are from ωB97M-V/def2-TZVPD.

XYZ file:
```
116
Properties=species:S:1:pos:R:3:forces:R:3
Ta 0.186944 0.846061 -0.088052 1.3 0.9 -1.6
O -2.077840 4.358959 0.119713 -0.2 0.1 0.0
C -3.210955 3.973754 0.783232 -0.2 -0.1 0.2
C -4.217029 4.930747 0.887970 0.2 0.1 -0.1
C -5.393318 4.650222 1.552230 0.0 0.0 -0.1
C -5.596930 3.396704 2.117713 -0.1 0.0 0.1
C -4.613845 2.435521 2.005696 0.0 0.0 -0.1
C -3.413927 2.705220 1.341426 0.5 0.2 -0.3
C -2.439330 1.545045 1.269074 -1.1 -0.2 0.7
O -1.314475 1.719603 0.456363 -0.6 0.7 -0.2
N -1.955677 1.143743 2.598140 0.0 -0.1 0.0
N -0.613897 1.010890 2.682617 0.2 -0.2 -0.3
C -0.024417 1.024326 3.812115 -0.3 0.0 -0.1
C 1.414814 1.032507 3.880555 0.4 0.0 -0.2
Br 2.201848 1.764131 2.263735 -0.2 0.1 -0.1
C 2.215873 0.735707 4.910283 0.0 0.1 -0.3
C 1.806062 0.149432 6.178022 -0.1 -0.1 0.4
C 2.607008 0.398818 7.300333 0.0 0.1 -0.2
C 2.247334 -0.079162 8.546263 0.0 0.0 0.1
C 1.081077 -0.817500 8.698506 0.0 0.0 -0.1
C 0.306249 -1.122736 7.586613 -0.1 0.0 0.1
C 0.668840 -0.655199 6.336767 0.1 0.1 -0.2
H -1.433553 3.653253 0.156482 0.2 -0.2 0.0
H -4.038000 5.902601 0.446323 0.0 0.0 0.0
H -6.155767 5.413560 1.624311 0.0 0.0 0.0
H -6.518426 3.175802 2.638265 0.0 0.0 0.0
H -4.769564 1.448988 2.431179 0.0 0.0 0.0
H -2.985344 0.691237 0.866357 0.1 0.0 -0.1
H -2.427206 1.592299 3.374783 0.1 0.2 0.0
H -0.569540 1.109730 4.751081 0.0 0.0 0.0
H 3.271256 0.972004 4.825263 0.0 0.0 -0.1
H 3.499860 1.002399 7.188791 0.0 0.0 0.0
H 2.873303 0.125910 9.403903 0.0 0.0 0.0
H 0.785032 -1.167440 9.677981 0.0 0.0 0.0
H -0.581097 -1.731588 7.698714 0.0 0.0 0.0
H 0.098541 -0.956487 5.468250 -0.1 0.0 0.0
C 4.150587 -1.745122 -4.236564 0.0 0.1 -0.1
O 3.420081 -2.163655 -3.086244 -0.2 0.0 0.2
C 3.440936 -3.488684 -2.776263 0.0 0.1 0.2
C 4.105077 -4.438266 -3.540662 0.0 -0.1 -0.1
C 4.139694 -5.764708 -3.143079 0.0 0.0 0.0
C 3.524526 -6.163687 -1.968093 0.0 -0.1 0.0
C 2.857222 -5.228555 -1.200105 -0.2 0.0 -0.1
C 2.785457 -3.899191 -1.599708 -0.1 -0.1 -0.2
N 2.143307 -2.994369 -0.688458 0.4 0.4 0.2
C 1.425910 -1.897399 -0.942199 -0.3 -0.4 -0.2
N 0.830684 -1.833349 -2.122373 0.1 -0.1 -0.1
C 0.312539 -0.741365 -2.822827 0.1 0.2 -0.1
C 0.136751 0.529032 -2.290345 0.2 0.1 1.5
C -0.333616 1.535613 -3.138937 0.1 0.2 0.0
C -0.635436 1.270714 -4.458577 0.0 0.1 0.1
C -0.482006 -0.010342 -4.976809 0.0 -0.1 0.0
C -0.008638 -1.026613 -4.167458 0.0 0.2 0.0
O 0.247603 -2.298339 -4.543887 0.1 0.0 0.0
C -0.406878 -2.884097 -5.678804 -0.1 -0.2 -0.1
N 1.246412 -0.931354 0.019193 0.0 0.1 0.0
C 1.786251 -1.321829 1.324964 -0.2 0.0 0.1
C 0.862412 -1.897268 2.205853 0.0 -0.1 -0.1
C 1.251416 -2.476730 3.393156 -0.1 0.0 0.0
C 2.602661 -2.485897 3.721176 0.0 0.0 0.0
C 3.521211 -1.886353 2.886441 0.0 0.0 0.0
C 3.145704 -1.280354 1.680793 -0.1 0.2 0.1
O 4.178499 -0.706215 1.031133 0.0 -0.1 -0.1
C 4.067119 0.046181 -0.165890 0.0 0.0 -0.1
H 3.999856 -0.670171 -4.302559 0.0 0.0 0.0
H 3.764002 -2.217983 -5.140850 0.0 0.0 0.0
H 5.214727 -1.963494 -4.131102 0.0 0.0 0.0
H 4.619350 -4.146539 -4.445310 0.0 0.0 0.0
H 4.669553 -6.484652 -3.751263 0.0 0.0 0.0
H 3.561940 -7.196387 -1.652441 0.0 0.0 0.0
H 2.378996 -5.521819 -0.272903 0.0 0.0 0.0
H 2.333351 -3.188883 0.284239 0.1 0.1 0.1
H 0.963355 -2.641175 -2.722296 0.0 -0.1 0.0
H -0.471359 2.538533 -2.752869 -0.1 0.0 0.0
H -1.007551 2.056362 -5.103379 0.0 0.0 0.0
H -0.720925 -0.187901 -6.015012 0.0 0.0 0.0
H 0.313419 -3.543714 -6.153821 0.0 0.0 0.0
H -0.747772 -2.143933 -6.395742 0.1 0.0 0.0
H -1.256791 -3.473054 -5.335119 0.0 0.1 0.0
H -0.179122 -1.913210 1.900585 0.0 -0.1 0.0
H 0.521452 -2.937718 4.043499 0.0 0.0 0.0
H 2.932631 -2.956917 4.637646 0.0 0.0 0.0
H 4.574829 -1.874143 3.133957 0.0 0.0 0.0
H 5.068603 0.425701 -0.352381 0.0 0.0 0.0
H 3.386201 0.895648 -0.056252 0.0 -0.1 0.0
H 3.763812 -0.566549 -1.010724 -0.1 -0.1 -0.1
N 3.440785 6.315187 -2.385332 0.0 0.0 0.0
C 2.467215 5.435325 -2.529749 -0.1 -0.1 -0.2
N 1.734059 5.407522 -3.635929 0.0 0.0 0.0
N 2.265037 4.583219 -1.523213 0.2 0.1 0.4
C 1.632791 3.598854 -1.147693 0.0 -0.2 -0.1
N 1.111891 2.653532 -0.660639 -0.4 -1.2 0.5
H 3.655791 6.997806 -3.094629 0.0 0.0 0.0
H 3.968461 6.344893 -1.528061 0.0 -0.1 0.0
H 1.882452 6.069241 -4.381448 0.0 0.0 0.0
H 0.970143 4.761730 -3.731513 0.0 0.0 0.0
C -5.427268 -1.078813 -0.014465 -0.1 0.0 0.0
N -4.108267 -1.218328 -0.619554 0.1 -0.1 0.1
C -3.390484 -2.428347 -0.250568 0.0 0.1 0.0
C -3.420331 -0.197575 -1.191623 0.0 -0.4 0.3
O -2.160463 -0.177849 -1.120314 0.4 0.1 0.0
N -4.134469 0.756365 -1.823810 0.1 0.1 -0.1
C -5.424704 0.514723 -2.461055 -0.1 0.0 -0.1
C -3.552251 2.041012 -2.155771 0.0 0.0 0.0
H -5.367386 -1.379974 1.034296 0.0 0.0 0.0
H -6.163489 -1.716577 -0.505771 0.0 0.0 0.0
H -5.763872 -0.046208 -0.047949 0.0 0.0 0.0
H -4.052522 -3.282986 -0.386417 0.0 0.0 0.0
H -3.067663 -2.404301 0.795905 0.0 0.0 0.0
H -2.521318 -2.546841 -0.890868 0.0 0.0 0.0
H -5.663627 -0.543935 -2.476837 0.0 0.0 0.0
H -5.368315 0.865680 -3.492777 0.0 0.0 0.0
H -6.224425 1.065706 -1.963032 0.0 0.0 0.0
H -2.634815 2.190156 -1.600507 0.0 0.0 0.0
H -4.261536 2.829712 -1.898729 0.0 0.0 0.0
H -3.333362 2.106205 -3.224278 0.0 0.0 0.0
```
Positions in Å, forces in eV/Å.

Values from the calculation:
HOMO energy (eV): -14.5
Net charge: +3
Multiplicity: 1
Electronic energy (Eh): -5429.9378